Record 1
C18H42B2NO34S8 | ωB97M-V with the def2-TZVPD basis set

Last columns: bonded neighbours and bond lengths (Å).
Atoms and positions in Å:
1 H 1.065 2.118 2.993  C54 1.087
2 O -2.036 2.021 0.393  C50 1.434, S91 1.613
3 O 6.888 -6.483 -0.031  S72 1.433
4 H 3.595 -4.202 1.449  C101 1.089
5 H -3.796 -0.349 1.837  C58 1.089
6 S -6.468 -5.037 -4.029  O18 1.431, O35 1.430, O71 1.619, O85 1.623
7 C 2.376 -4.374 -5.192  O74 1.431, H89 1.089, C95 1.521, H102 1.093
8 H -5.456 -0.877 -2.184  N92 1.020
9 O 2.985 -1.120 -5.523  S103 1.431
10 C -0.668 1.278 -6.692  H13 1.087, C26 1.519, H28 1.094, O63 1.423
11 S 4.921 8.523 8.010  O29 1.620, O41 1.433, O55 1.618, O59 1.430
12 H -4.460 -6.323 -2.347  C17 1.094
13 H -0.035 0.399 -6.590  C10 1.087
14 H 4.918 -2.774 -0.013  C44 1.092
15 B -3.922 -0.558 -3.658  B39 1.689, C52 1.648, H53 1.212, N92 1.545
16 H 3.510 7.424 10.922  C100 1.088
17 C -4.845 -6.762 -3.272  H12 1.094, O71 1.427, H80 1.089, C94 1.520
18 O -6.320 -3.866 -3.220  S6 1.431
19 S 2.853 -0.498 1.723  O24 1.618, O42 1.432, O79 1.615, O97 1.434
20 H 4.608 6.387 9.978  C100 1.093
21 O -1.062 3.441 -5.899  C26 1.430, S38 1.626
22 H -4.326 -3.147 -2.157  O87 0.972
23 H 3.428 1.801 3.505  C45 1.094
24 O 3.352 -0.239 3.241  S19 1.618, C45 1.434
25 H -4.961 -2.828 -5.327  C76 1.118
26 C 0.010 2.541 -6.191  C10 1.519, O21 1.430, H70 1.094, H104 1.089
27 C 2.862 4.592 6.656  O60 1.431, H64 1.089, C66 1.519, H83 1.093
28 H -0.980 1.385 -7.736  C10 1.094
29 O 3.725 7.904 8.911  S11 1.620, C100 1.430
30 O 6.545 -4.033 -0.001  C44 1.433, S72 1.618
31 O 1.667 -2.518 -3.963  C95 1.429, S103 1.615
32 H -6.514 -8.001 -3.896  C94 1.093
33 H 1.271 5.736 5.702  C66 1.089
34 O -3.481 2.969 -6.176  S38 1.432
35 O -7.140 -5.032 -5.291  S6 1.430
36 H 5.088 9.284 10.871  C99 1.093
37 O -3.111 3.918 1.570  S91 1.431
38 S -2.347 2.582 -5.392  O21 1.626, O34 1.432, O40 1.430, O63 1.615
39 B -3.173 -1.998 -3.193  B15 1.689, O57 1.445, O87 1.468
40 O -2.349 2.605 -3.963  S38 1.430
41 O 5.336 7.527 7.067  S11 1.433
42 O 3.908 -0.139 0.824  S19 1.432
43 H -5.704 -1.808 -6.600  C76 1.133
44 C 5.473 -3.390 0.698  H14 1.092, O30 1.433, H67 1.089, C101 1.519
45 C 2.760 0.968 3.742  H23 1.094, O24 1.434, C54 1.518, H81 1.087
46 H -6.426 -1.724 -4.968  C76 1.121
47 O 0.742 2.604 8.636  S48 1.430
48 S 1.335 2.752 7.343  O47 1.430, O49 1.617, O60 1.619, O77 1.433
49 O 0.607 3.968 6.565  S48 1.617, C66 1.431
50 C -2.431 0.644 0.463  O2 1.434, C58 1.517, H73 1.091, H84 1.094
51 O 5.796 -5.337 -1.978  S72 1.431
52 C -4.506 -0.602 -5.199  B15 1.648, H69 1.132, H75 1.122, C76 1.579
53 H -3.044 0.277 -3.647  B15 1.212
54 C 1.440 1.098 3.004  H1 1.087, C45 1.518, H68 1.093, O79 1.433
55 O 6.037 8.609 9.178  S11 1.618, C99 1.430
56 H -4.533 0.956 0.876  C58 1.092
57 O -2.190 -2.685 -3.999  B39 1.445, H105 0.966
58 C -3.628 0.631 1.394  H5 1.089, C50 1.517, H56 1.092, O93 1.437
59 O 4.554 9.848 7.621  S11 1.430
60 O 2.783 3.453 7.521  C27 1.431, S48 1.619
61 O 4.619 -5.506 0.193  S72 1.618, C101 1.431
62 H 1.196 5.710 7.481  C66 1.093
63 O -1.832 1.134 -5.887  C10 1.423, S38 1.615
64 H 3.566 5.322 7.051  C27 1.089
65 H 5.054 -4.968 2.127  C101 1.094
66 C 1.442 5.129 6.589  C27 1.519, H33 1.089, O49 1.431, H62 1.093
67 H 5.866 -2.760 1.494  C44 1.089
68 H 0.681 0.439 3.433  C54 1.093
69 H -5.124 0.335 -5.346  C52 1.132
70 H 0.557 2.353 -5.262  C26 1.094
71 O -5.011 -5.715 -4.226  S6 1.619, C17 1.427
72 S 6.043 -5.461 -0.574  O3 1.433, O30 1.618, O51 1.431, O61 1.618
73 H -2.675 0.261 -0.528  C50 1.091
74 O 2.159 -3.368 -6.187  C7 1.431, S103 1.618
75 H -3.642 -0.628 -5.915  C52 1.122
76 C -5.445 -1.835 -5.498  H25 1.118, H43 1.133, H46 1.121, C52 1.579
77 O 1.469 1.656 6.429  S48 1.433
78 H -6.340 -7.862 -2.127  C94 1.089
79 O 1.720 0.651 1.672  S19 1.615, C54 1.433
80 H -4.139 -7.504 -3.642  C17 1.089
81 H 2.625 0.907 4.819  C45 1.087
82 O -1.135 2.745 2.580  S91 1.436
83 H 3.203 4.251 5.675  C27 1.093
84 H -1.596 0.073 0.881  C50 1.094
85 O -7.113 -6.204 -3.104  S6 1.623, C94 1.428
86 O 0.540 -1.519 -5.926  S103 1.432
87 O -3.497 -2.688 -1.939  H22 0.972, B39 1.468
88 H 1.880 -4.379 -3.066  C95 1.088
89 H 2.081 -5.350 -5.573  C7 1.089
90 H 6.158 7.881 11.118  C99 1.089
91 S -2.345 2.732 1.807  O2 1.613, O37 1.431, O82 1.436, O93 1.616
92 N -4.948 -0.096 -2.599  H8 1.020, B15 1.545, H98 1.021
93 O -3.315 1.592 2.415  C58 1.437, S91 1.616
94 C -6.239 -7.334 -3.074  C17 1.520, H32 1.093, H78 1.089, O85 1.428
95 C 1.535 -3.940 -4.001  C7 1.521, O31 1.429, H88 1.088, H96 1.094
96 H 0.479 -4.181 -4.149  C95 1.094
97 O 2.213 -1.780 1.678  S19 1.434
98 H -5.585 0.619 -2.953  N92 1.021
99 C 5.434 8.338 10.447  H36 1.093, O55 1.430, H90 1.089, C100 1.520
100 C 4.268 7.413 10.140  H16 1.088, H20 1.093, O29 1.430, C99 1.520
101 C 4.612 -4.522 1.232  H4 1.089, C44 1.519, O61 1.431, H65 1.094
102 H 3.440 -4.386 -4.942  C7 1.093
103 S 1.825 -1.957 -5.469  O9 1.431, O31 1.615, O74 1.618, O86 1.432
104 H 0.685 2.974 -6.928  C26 1.089
105 H -1.900 -2.107 -4.717  O57 0.966

Calculated values
E_LUMO: 1.1 eV
Gap between HOMO and LUMO: 4.494 eV
Charge: -1
Max |F|: 1.6 eV/Å

=====

Record 2
C18H42F3N4O8P2 | ωB97M-V with the def2-TZVPD basis set

Last columns: bonded neighbours and bond lengths (Å).
Atoms and positions in Å:
1 H -2.788 2.269 -0.679  C12 1.090
2 H -0.425 1.854 0.815  N46 1.008
3 C -0.234 5.676 -1.402  F23 1.325, N37 1.456, F41 1.329, F54 1.321
4 H 2.188 -1.265 -2.058  C15 1.090
5 H -0.275 0.295 8.324  C65 1.089
6 N -1.313 3.100 -1.873  C12 1.494, C30 1.494, C36 1.376
7 H 4.171 -4.211 -1.414  C28 1.086
8 C 2.737 -4.041 -6.383  O13 1.430, H35 1.089, H49 1.095, C67 1.517
9 O 2.424 -3.269 -2.576  C15 1.419, P55 1.661
10 H 3.461 -6.733 -3.011  C71 1.090
11 H -1.938 1.421 -3.071  C30 1.089
12 C -1.706 2.179 -0.765  H1 1.090, N6 1.494, N46 1.441, H77 1.091
13 O 2.460 -4.060 -4.981  C8 1.430, P55 1.651
14 H -0.272 -1.452 -1.750  C50 1.094
15 C 1.737 -2.241 -1.880  H4 1.090, O9 1.419, H42 1.094, C50 1.515
16 C -0.034 -0.410 6.299  H17 1.094, H40 1.089, O57 1.430, C65 1.517
17 H 0.628 -0.244 5.443  C16 1.094
18 P -1.713 1.345 5.252  O32 1.488, O56 1.618, O57 1.637, O62 1.637
19 H 4.263 -4.658 -7.778  C67 1.090
20 H 1.554 4.571 -1.663  N37 1.012
21 H -4.212 0.425 7.015  C26 1.088
22 H -3.015 2.062 2.947  C72 1.089
23 F -0.919 5.599 -0.270  C3 1.325
24 H -4.290 -0.707 3.022  C43 1.091
25 N 0.843 2.209 -2.165  C36 1.367, H48 1.017, C60 1.528
26 C -4.131 1.267 7.698  H21 1.088, H61 1.090, H68 1.091, C74 1.510
27 H 0.492 1.461 7.257  C65 1.094
28 C 4.278 -4.897 -2.249  H7 1.086, H53 1.092, C71 1.511, O76 1.439
29 H -0.181 -3.211 -1.955  C50 1.090
30 C -1.667 2.471 -3.181  N6 1.494, H11 1.089, H34 1.087, C73 1.530
31 O 2.421 -1.771 -4.301  P55 1.513
32 O -1.094 1.255 3.901  P18 1.488
33 H -0.505 3.564 -4.670  C73 1.088
34 H -2.545 2.957 -3.600  C30 1.087
35 H 1.982 -4.667 -6.857  C8 1.089
36 C 0.050 3.289 -1.892  N6 1.376, N25 1.367, N37 1.306
37 N 0.547 4.475 -1.662  C3 1.456, H20 1.012, C36 1.306
38 H -4.658 1.701 3.442  C72 1.093
39 H 2.245 -5.639 -2.390  C71 1.087
40 H -0.009 -1.473 6.536  C16 1.089
41 F 0.635 6.676 -1.297  C3 1.329
42 H 1.846 -2.445 -0.811  C15 1.094
43 C -3.585 0.024 2.624  H24 1.091, H58 1.090, H66 1.092, C72 1.511
44 H 1.125 1.178 -4.079  C60 1.085
45 H -3.301 3.229 7.812  C74 1.091
46 N -1.138 2.502 0.519  H2 1.008, C12 1.441, H47 1.007
47 H -0.834 3.459 0.604  N46 1.007
48 H 1.811 2.435 -1.952  N25 1.017
49 H 2.616 -3.024 -6.770  C8 1.095
50 C 0.268 -2.262 -2.248  H14 1.094, C15 1.515, H29 1.090, H51 1.091
51 H 0.122 -2.167 -3.325  C50 1.091
52 H 4.270 -5.554 -6.246  C67 1.089
53 H 5.275 -5.332 -2.159  C28 1.092
54 F -1.071 5.891 -2.401  C3 1.321
55 P 3.248 -2.998 -3.992  O9 1.661, O13 1.651, O31 1.513, O76 1.647
56 O -2.100 2.088 6.636  P18 1.618, C74 1.439
57 O -1.383 -0.108 5.929  C16 1.430, P18 1.637
58 H -2.593 -0.425 2.676  C43 1.090
59 H 1.530 2.883 -4.076  C60 1.090
60 C 0.825 2.146 -3.692  N25 1.528, H44 1.085, H59 1.090, C73 1.543
61 H -5.134 1.558 8.010  C26 1.090
62 O -3.267 1.114 4.792  P18 1.637, C72 1.433
63 H 1.413 0.064 7.827  C65 1.090
64 H -4.003 2.887 6.255  C74 1.087
65 C 0.428 0.397 7.498  H5 1.089, C16 1.517, H27 1.094, H63 1.090
66 H -3.833 0.223 1.579  C43 1.092
67 C 4.121 -4.575 -6.700  C8 1.517, H19 1.090, H52 1.089, H69 1.095
68 H -3.577 0.918 8.571  C26 1.091
69 H 4.898 -3.913 -6.305  C67 1.095
70 H 3.283 -6.516 -1.259  C71 1.090
71 C 3.254 -6.008 -2.224  H10 1.090, C28 1.511, H39 1.087, H70 1.090
72 C -3.639 1.306 3.421  H22 1.089, H38 1.093, C43 1.511, O62 1.433
73 C -0.558 2.570 -4.229  C30 1.530, H33 1.088, C60 1.543, H75 1.086
74 C -3.427 2.444 7.064  C26 1.510, H45 1.091, O56 1.439, H64 1.087
75 H -0.852 1.913 -5.042  C73 1.086
76 O 4.261 -4.205 -3.511  C28 1.439, P55 1.647
77 H -1.494 1.130 -0.975  C12 1.091

Calculated values
E_LUMO: -4.2 eV
Gap between HOMO and LUMO: 7.671 eV
Charge: +1
Max |F|: 9.2 eV/Å
ΔE to the lowest compared entry with this formula, charge and spin: 0.0 kcal per mole